No. 1
{"formula": "C4H6N2O", "method": "ωB97M-V/def2-TZVPD", "homo_lumo_gap_ev": 8.80, "e_lumo_ha": 0.028, "elements": ["C", "C", "C", "N", "C", "O", "N", "H", "H", "H", "H", "H", "H"], "positions_angstrom": [[2.499, 0.728, 0.093], [0.558, -0.036, -0.518], [-0.176, -1.061, -0.147], [-1.547, -0.786, 0.085], [-2.014, 0.457, 0.073], [-3.354, 0.327, 0.154], [1.341, 0.860, -0.801], [2.472, 1.413, 0.917], [3.402, 0.865, -0.493], [2.497, -0.304, 0.459], [0.174, -2.087, -0.063], [-2.183, -1.570, 0.046], [-3.705, 1.221, 0.197]], "forces_ev_per_angstrom": [[0.4915, -0.2147, 0.2844], [0.2978, 0.1949, -0.5278], [-0.2818, 0.2954, -0.3568], [0.0117, 0.1554, 0.4562], [-0.2698, -0.8163, 0.1676], [-0.1655, 0.4879, 0.1167], [-0.1227, -1.3229, -0.3467], [0.0382, 0.5098, 0.3994], [0.0334, 0.2069, -0.0245], [0.4220, 0.3274, 0.3380], [-0.1009, 0.3231, -0.5796], [-0.2110, -0.1443, 0.1395], [-0.1432, -0.0024, -0.0665]]}

No. 2
{"formula": "C2H7O2PS2", "method": "ωB97M-V/def2-TZVPD", "homo_lumo_gap_ev": 9.50, "e_lumo_ha": 0.022, "elements": ["C", "O", "P", "S", "S", "H", "H", "H", "H", "H", "C", "O", "H", "H"], "positions_angstrom": [[0.098, -0.668, -1.497], [-1.018, 0.035, -1.133], [-1.414, 0.226, 0.478], [-2.146, -1.694, 1.080], [-3.260, 1.255, 0.198], [-0.297, -1.640, -1.694], [0.892, -0.807, -0.623], [0.437, -0.174, -2.353], [-0.956, -1.834, 1.781], [-3.156, 0.948, -1.097], [2.690, 1.092, 1.213], [2.887, -0.078, 1.358], [2.860, 1.633, 0.264], [2.384, 1.706, 2.025]], "forces_ev_per_angstrom": [[1.4746, -1.7274, 2.6644], [-2.4863, 2.1329, 1.9121], [0.3143, -0.1712, -0.4242], [1.2194, 0.2188, 0.4664], [0.4045, -0.1672, -0.1589], [0.4899, -1.1238, -0.6045], [-1.3081, 0.6280, -1.8318], [1.2426, 0.3599, -1.2745], [-0.9955, -0.2108, -0.4620], [-0.3037, 0.0685, -0.2809], [0.5340, -0.1583, -0.7404], [-0.0131, -0.4036, -0.2161], [-0.0396, -0.2443, -0.1626], [-0.5332, 0.7985, 1.1129]]}

No. 3
{"formula": "C16H39NO8P", "method": "ωB97M-V/def2-TZVPD", "homo_lumo_gap_ev": 7.36, "e_lumo_ha": -0.126, "total_charge": 1, "elements": ["C", "C", "O", "O", "C", "C", "P", "N", "H", "H", "H", "H", "H", "H", "H", "H", "H", "H", "H", "C", "O", "C", "C", "O", "C", "C", "O", "C", "H", "H", "H", "H", "H", "H", "H", "H", "H", "H", "H", "H", "H", "H", "C", "O", "C", "C", "O", "C", "C", "O", "C", "H", "H", "H", "H", "H", "H", "H", "H", "H", "H", "H", "H", "H", "H"], "positions_angstrom": [[0.449, -2.795, -0.871], [1.740, -3.563, -0.767], [1.856, -4.549, -0.115], [2.817, -3.132, -1.533], [3.191, -1.776, -1.424], [4.004, -1.424, -2.687], [3.086, -0.440, -3.876], [3.884, 0.963, -4.166], [0.176, -2.436, 0.119], [0.503, -1.959, -1.563], [-0.297, -3.504, -1.222], [3.842, -1.637, -0.560], [2.329, -1.121, -1.296], [4.275, -2.357, -3.179], [4.915, -0.888, -2.428], [1.788, -0.246, -3.395], [3.004, -1.133, -5.078], [3.386, 1.630, -4.749], [4.254, 1.409, -3.335], [1.337, -3.249, 3.294], [0.276, -3.047, 4.192], [0.722, -2.902, 5.531], [-0.342, -2.252, 6.383], [-0.418, -0.842, 6.237], [-1.050, -0.340, 5.073], [-2.559, -0.428, 5.102], [-2.990, -1.737, 4.779], [-4.319, -1.977, 5.187], [1.903, -4.156, 3.531], [0.907, -3.362, 2.299], [2.021, -2.389, 3.293], [1.632, -2.291, 5.564], [0.950, -3.896, 5.939], [-0.067, -2.410, 7.427], [-1.313, -2.723, 6.216], [-0.655, -0.812, 4.169], [-0.784, 0.719, 5.047], [-2.974, 0.276, 4.367], [-2.915, -0.144, 6.100], [-4.421, -1.880, 6.273], [-4.571, -2.996, 4.900], [-5.016, -1.286, 4.698], [-2.402, 5.951, -4.112], [-2.111, 4.580, -3.924], [-1.540, 3.990, -5.073], [-0.859, 2.693, -4.710], [0.427, 2.864, -4.111], [0.440, 3.305, -2.758], [0.091, 2.229, -1.752], [-1.299, 2.022, -1.690], [-1.640, 0.797, -1.083], [-3.119, 6.096, -4.925], [-2.836, 6.323, -3.187], [-1.491, 6.520, -4.330], [-0.810, 4.669, -5.530], [-2.331, 3.782, -5.806], [-0.670, 2.147, -5.637], [-1.505, 2.078, -4.082], [-0.195, 4.180, -2.624], [1.473, 3.607, -2.567], [0.456, 2.536, -0.761], [0.597, 1.290, -2.036], [-1.235, -0.050, -1.654], [-2.725, 0.724, -1.074], [-1.273, 0.746, -0.051]], "forces_ev_per_angstrom": [[0.3492, 0.0831, -0.1779], [-0.0976, -0.2587, 0.3254], [0.0964, -0.0179, -0.1571], [-0.1349, 0.1961, -0.0368], [0.3741, 0.0053, -0.1031], [-0.4206, -0.0017, 0.2881], [0.3466, -0.0523, 0.0594], [-0.3205, 0.0214, 0.0849], [-0.1496, -0.0107, 0.0272], [-0.1293, 0.0386, -0.0403], [-0.1345, 0.0312, 0.0969], [-0.0428, -0.0849, 0.1021], [-0.0717, 0.0585, 0.0410], [0.1846, -0.0409, -0.0102], [0.1004, 0.0610, -0.1223], [-0.1341, -0.1366, -0.1064], [-0.2151, 0.0991, -0.1423], [0.1166, 0.0772, -0.0527], [0.1084, 0.0960, -0.0687], [-0.0580, -0.0327, 0.0165], [-0.0046, 0.2227, -0.0486], [-0.0702, -0.1325, -0.0958], [-0.0253, 0.0019, 0.1251], [0.0349, -0.0061, -0.0227], [0.0506, 0.1048, 0.0110], [-0.0562, -0.1210, -0.1506], [0.0632, -0.0389, 0.1462], [0.0188, -0.0164, -0.0778], [0.0444, 0.0173, -0.0203], [-0.0036, -0.0670, 0.0043], [0.0469, -0.0493, 0.0201], [0.0108, 0.0070, 0.0209], [0.0770, 0.0392, 0.0484], [-0.0091, 0.0102, 0.0089], [0.0180, -0.0191, -0.1144], [-0.0809, -0.0836, -0.0034], [0.0095, 0.0003, 0.0026], [-0.0135, 0.0769, 0.0848], [0.0032, 0.0321, 0.0079], [-0.0308, 0.0412, -0.0079], [0.0047, -0.0016, -0.0218], [-0.0179, 0.0057, 0.0366], [-0.0857, -0.0310, 0.0073], [0.2109, 0.0399, 0.0587], [-0.1790, 0.0405, 0.1249], [-0.0018, -0.0630, -0.1775], [0.1192, -0.2410, 0.1004], [0.1494, 0.0537, -0.0252], [-0.1968, 0.1244, 0.1254], [0.0392, -0.1393, -0.2368], [-0.0268, 0.0993, 0.0839], [0.0192, 0.0248, -0.0147], [-0.0184, -0.0200, 0.0075], [-0.0185, 0.0004, -0.0428], [0.0147, -0.0187, -0.0399], [0.0692, 0.0207, -0.0807], [0.0368, 0.0081, 0.0062], [-0.0383, 0.1006, 0.0724], [-0.1054, -0.0726, 0.0449], [-0.0040, 0.0293, -0.0151], [0.1120, -0.0811, -0.0167], [0.0451, -0.0009, 0.0120], [0.0179, -0.0031, 0.0308], [-0.0088, 0.0141, 0.0081], [0.0126, -0.0399, -0.0100]]}